[1]
C40H65F8NO20PS | ωB97M-V with the def2-TZVPD basis set

Structure (XYZ):
```
136
Properties=species:S:1:pos:R:3:lowdin_charge:R:1
C 0.730 -9.824 3.687 -0.0596
H -2.120 -2.069 -0.629 0.1090
F 4.163 -2.786 -2.215 0.1159
S 2.282 -2.137 -0.603 0.7881
C -4.837 7.006 1.771 -0.2244
H 4.668 6.325 -3.517 0.1113
H 1.513 0.451 6.500 0.0682
H 1.022 -7.734 4.017 0.0984
H -2.138 1.553 1.543 0.0979
H 1.398 -0.411 1.153 0.1143
H -0.324 5.489 -1.926 0.0433
H 1.570 4.510 -9.914 0.0681
H 0.621 1.890 6.048 0.0835
H 0.691 -1.767 7.061 0.0658
C 5.126 -4.802 -0.851 -0.5954
C 0.106 -6.019 0.769 -0.2312
H -0.704 -5.216 -3.065 0.1468
C 0.343 -0.348 0.931 -0.0895
H 2.752 2.449 -9.688 0.0670
H 1.925 6.088 -9.255 0.0929
H -2.846 6.781 2.560 0.0702
C -1.627 -1.287 -0.084 -0.0151
O -1.076 -0.162 5.861 0.0000
C -1.722 -8.728 5.460 -0.5373
C -1.133 6.216 -2.035 -0.0636
F 3.215 -5.733 -1.801 0.1493
H 2.611 1.217 -8.452 0.0863
H 0.231 -10.686 4.135 0.0630
C 2.051 1.767 -9.202 -0.0632
F 2.336 -3.689 -2.778 0.1408
H -1.337 1.146 7.370 0.1185
H 4.193 8.000 -3.366 0.1157
C -1.938 4.745 0.848 -0.5328
C 0.734 1.138 6.830 -0.0677
H -2.133 -3.096 -4.441 0.0936
H 1.675 1.066 -9.946 0.0844
H -1.622 -2.566 -2.571 0.1047
H -0.241 -10.026 6.431 0.0639
H -2.190 -8.069 0.927 0.0897
H 2.959 3.432 -2.486 0.0961
C 3.586 -4.702 -1.016 -0.3854
H 0.301 3.058 -9.277 0.1153
C -0.630 -3.010 -2.558 -0.0620
O 2.320 -0.911 -1.335 -0.2689
O 0.684 -3.333 0.939 -0.2562
H -4.136 6.317 3.682 0.0912
O 2.779 6.708 -2.715 0.0012
H -1.870 -5.138 1.539 0.0299
H 1.071 1.629 7.745 0.0760
C -3.845 7.033 2.914 -0.0522
H 4.108 7.352 -5.756 0.0828
C -1.814 6.651 -0.745 -0.2210
O -2.497 5.593 -0.046 -0.0252
C -0.447 4.679 1.013 0.0242
C -2.298 -0.188 0.411 -0.0396
H -4.566 7.688 0.963 0.1089
H 1.392 -1.840 5.427 0.0921
F 3.044 -4.918 0.163 0.1756
H 0.873 -5.975 -0.009 0.0747
C 0.909 2.512 -8.553 -0.2255
C -0.300 -1.321 0.225 -0.1538
O -7.833 8.631 2.678 0.0973
C 0.508 -2.053 6.026 0.0141
H -0.060 3.857 0.415 0.0973
C -0.187 -3.543 -1.199 -0.3772
O -1.142 -4.251 -0.473 -0.2539
C 0.523 -2.545 -0.220 -0.3853
H 2.900 6.105 -5.417 0.0255
H -1.873 5.752 -2.690 0.0819
H -3.806 8.014 3.391 0.0663
C 1.218 -4.534 3.404 -0.5063
O -0.855 -8.211 4.581 0.0030
O -2.829 -8.272 5.546 0.1019
H 0.071 5.593 0.742 0.0628
H 0.328 -3.125 6.024 0.0897
F 5.619 -3.804 -0.166 0.2118
O -0.235 -4.049 -4.802 -0.0552
H -0.230 4.491 2.063 0.0947
C -1.314 -9.935 6.277 0.0040
H 0.244 1.805 -8.063 0.1269
C -0.684 -1.370 5.400 -0.5036
F 1.882 -5.760 3.454 0.0140
H -0.661 -3.664 3.664 0.0563
C 3.829 7.011 -3.645 -0.2283
H -0.519 -0.320 7.859 0.1105
O -2.671 4.016 1.465 0.0867
H -2.600 7.361 -1.007 0.1112
P -0.704 -4.337 1.235 0.6402
H 0.463 -6.573 1.640 0.0745
H -1.767 -9.849 7.262 0.0852
H 0.307 -9.691 2.691 0.0763
H -2.165 -5.004 -4.737 0.1008
H -6.259 10.524 1.968 0.0868
C -1.576 0.707 1.127 -0.1775
F 5.764 -4.997 -1.980 0.2001
H 2.499 7.785 -5.143 0.0861
C -0.740 -4.231 -3.517 -0.2942
C -0.241 -4.508 3.116 -0.1671
H 0.506 -4.360 -1.476 0.1227
O 3.113 -2.087 0.540 -0.2388
C -6.667 8.493 2.428 -0.5382
O -1.249 -1.849 4.460 0.1105
O 1.378 3.384 -7.518 0.0224
C 2.156 5.029 -9.159 0.0175
H 3.824 4.409 -3.644 0.0718
H -1.532 -3.238 1.621 0.0370
O -0.927 -6.858 0.217 -0.2230
H 2.118 4.019 -3.935 0.0971
C 2.855 4.270 -3.173 0.0345
C -0.582 0.423 7.061 -0.2482
H -1.686 -10.835 5.788 0.0911
C -1.693 -4.033 -4.736 -0.0618
H 1.793 -10.052 3.592 0.0805
H -5.446 9.925 3.427 0.0931
O 1.885 -3.598 3.639 0.1236
C 3.311 7.059 -5.071 -0.0741
H 0.126 -2.369 -3.011 0.1304
O -1.338 -7.754 1.243 -0.0635
H -0.708 7.086 -2.538 0.0835
H 3.216 4.872 -9.353 0.0982
C -5.730 9.680 2.405 0.0057
N -0.302 0.697 1.393 0.0984
H -4.834 9.529 1.808 0.0651
H -1.133 7.169 -0.067 0.1157
O 1.556 5.354 -1.507 0.0597
C 3.076 -3.402 -1.719 -0.4563
H 0.963 -8.644 5.507 0.1149
H -4.856 6.008 1.339 0.1186
C 1.851 4.603 -7.744 -0.5061
C 2.368 5.467 -2.393 -0.4982
H -0.642 -5.473 3.435 0.0797
O 2.090 5.331 -6.813 0.0716
F 5.350 -5.891 -0.106 0.1684
H -3.360 -0.081 0.260 0.1077
C 0.528 -8.568 4.509 -0.2263
O -6.172 7.263 2.233 0.0085
```

Computed properties:
net charge	-1
gap between HOMO and LUMO	0.23522	hartree


[2]
C6H13NS | ωB97M-V with the def2-TZVPD basis set

Structure (XYZ):
```
21
Properties=species:S:1:pos:R:3:nbo_charge:R:1
N 1.901 -0.074 -0.067 -0.4919
H 1.353 -1.853 0.987 0.2006
H -1.260 0.586 -2.117 0.2194
C -0.529 1.130 1.070 -0.6948
H -2.581 -1.391 -0.187 0.2169
C 1.177 -0.817 -0.904 -0.0617
H -0.989 2.195 1.099 0.2084
H 3.691 1.414 0.613 0.1378
S 3.442 0.724 -0.625 0.0643
H -0.814 0.796 1.976 0.2047
H 1.030 -0.845 -1.925 0.2008
H -2.334 -0.802 1.387 0.1985
H 2.942 -2.110 -0.325 0.2089
C -1.075 0.256 -0.020 0.1354
H -1.038 -1.689 0.816 0.2197
H -1.379 2.007 -0.975 0.2150
C -1.644 1.010 -1.200 -0.6672
H 0.603 1.065 1.201 0.2546
H -2.702 0.925 -1.277 0.2069
C 1.919 -1.551 0.031 -0.2971
C -1.713 -0.977 0.443 -0.6794
```

Computed properties:
net charge	0
gap between HOMO and LUMO (spin up / spin down)	0.28754 / 0.26893	hartree


[3]
C9H14BrNOSi | ωB97M-V with the def2-TZVPD basis set

Structure (XYZ):
```
27
Properties=species:S:1:pos:R:3:nbo_charge:R:1
H 0.708 1.156 2.239 0.2067
C 1.093 0.127 1.897 -0.6116
Br 0.540 1.356 -6.380 0.1017
H -0.303 -0.087 3.983 0.2264
O -0.427 0.779 -3.899 -0.4085
H 0.146 -1.745 3.876 0.2009
C 0.910 1.787 -2.406 -0.2047
H 0.739 -2.832 2.004 0.2056
H 2.415 2.579 -4.039 0.2617
C 0.602 1.390 -4.518 0.2085
H -0.725 -2.681 0.890 0.2239
H -2.057 1.091 1.905 -0.2032
H 0.881 -2.179 0.423 0.2181
C -0.548 -0.919 3.381 -0.6266
C -0.077 -0.837 1.942 -0.4896
N -0.906 0.809 -0.386 -0.8769
C 0.212 -2.150 1.227 -0.6253
H 1.731 -0.278 2.738 0.2109
H 1.438 0.178 0.894 0.2173
H -3.077 -1.265 1.023 -0.2582
C 1.466 2.020 -3.757 -0.3380
H -1.603 -1.382 3.323 0.2337
H 1.220 2.094 -1.394 0.2520
C -0.210 1.033 -2.555 0.1523
C -0.983 0.343 -1.572 0.1381
H -1.704 -0.441 -1.872 0.1899
Si -1.481 0.054 1.032 1.3947
```

Computed properties:
net charge	0
gap between HOMO and LUMO	0.32105	hartree


[4]
C5H14N2 | ωB97M-V with the def2-TZVPD basis set

Structure (XYZ):
```
21
Properties=species:S:1:pos:R:3:nbo_charge:R:1
H 2.920 1.421 0.696 0.2202
H 2.197 -0.245 1.599 0.2017
H -1.366 1.048 -1.030 0.1971
H -2.895 0.768 0.908 0.2103
H 2.704 -0.333 -0.251 0.2062
H -1.262 -1.873 -1.092 0.3491
N 0.978 0.763 -0.031 -0.3443
C -1.370 0.090 -0.503 -0.0546
H 2.203 0.552 -1.683 0.2025
C 2.589 0.751 1.468 -0.4946
H 2.814 1.166 2.447 0.1664
H -0.521 0.704 1.377 0.2017
H -2.701 -0.991 0.834 0.1990
N -1.137 -0.953 -1.503 -0.8411
C -0.197 0.125 0.510 -0.2549
H -0.014 -0.913 0.843 0.1545
H -3.529 -0.142 -0.472 0.2082
H 1.313 -0.962 -1.216 0.2191
H -1.792 -0.871 -2.272 0.3603
C 1.770 -0.032 -0.868 -0.4866
C -2.703 -0.073 0.239 -0.6201
```

Computed properties:
net charge	0
gap between HOMO and LUMO (spin up / spin down)	0.32518 / 0.31290	hartree


[5]
C19H18CrF6N4O6S2 | ωB97M-V with the def2-TZVPD basis set

Structure (XYZ):
```
56
Properties=species:S:1:pos:R:3:mulliken_spin:R:1
C 4.188 1.147 -2.160 -0.0010
F -4.541 0.499 -2.251 0.0001
H 4.483 2.199 -2.113 0.0012
O 0.843 -0.467 -1.787 0.0062
C -0.220 -2.891 1.684 0.0077
S 1.011 -1.492 1.920 -0.0005
S -3.226 0.937 -0.026 -0.0014
F -0.175 -3.709 2.719 -0.0002
H 1.198 3.598 -0.317 -0.0038
F -2.681 1.571 -2.562 -0.0009
C 3.686 0.754 -0.814 0.0060
F -1.451 -2.402 1.556 0.0013
C 0.045 4.401 2.747 0.0098
H -3.343 -4.368 -2.603 0.0000
O 1.927 -1.629 0.814 0.0123
H -2.834 0.172 4.661 0.0002
H -0.084 5.233 3.426 0.0003
C -0.478 0.636 2.514 0.0279
H 4.310 0.102 1.113 0.0002
C -0.145 2.072 2.262 0.0071
H 0.985 -2.170 -3.494 0.0003
H 3.378 1.063 -2.884 0.0009
H 0.861 5.587 1.140 -0.0001
C -3.734 1.437 -1.766 -0.0007
H -0.704 2.950 4.136 -0.0006
C 4.490 -0.127 0.065 0.0013
N 0.208 -0.157 1.565 -0.0695
F -4.381 2.593 -1.694 0.0000
H 5.049 0.559 -2.466 -0.0003
N -1.043 -0.053 -0.925 -0.0333
C -2.399 -3.882 -2.807 -0.0010
O 2.581 1.176 -0.449 0.0060
C -1.521 -4.427 -3.734 0.0017
Cr 0.675 0.630 -0.144 3.0770
N 0.414 2.277 1.055 -0.0949
H 5.548 -0.095 -0.183 0.0000
O 1.452 -1.552 3.269 0.0000
N -1.251 0.094 3.342 0.0148
C -0.389 -0.880 -1.720 0.0318
C -0.317 3.123 3.146 -0.0061
C -0.850 -2.094 -2.388 -0.0220
C 0.757 3.505 0.668 0.0130
C 0.035 -2.654 -3.315 0.0007
C -0.302 -3.812 -3.989 -0.0010
C -2.074 -2.718 -2.133 0.0035
H -1.788 -5.336 -4.256 0.0001
C 0.575 4.604 1.485 -0.0037
H 0.384 -4.238 -4.707 -0.0001
H -2.763 -2.321 -1.407 0.0005
H 4.118 -1.144 -0.103 0.0024
H -1.416 1.053 5.199 0.0010
F 0.084 -3.560 0.576 0.0001
H -2.464 1.740 3.931 0.0002
O -2.347 2.014 0.397 0.0071
O -2.335 -0.366 -0.517 0.0009
C -2.027 0.817 4.324 -0.0026
```

Computed properties:
multiplicity	4
net charge	+1
gap between HOMO and LUMO (spin up / spin down)	0.29947 / 0.31418	hartree


[6]
C4H4F3NO2 | ωB97M-V with the def2-TZVPD basis set

Structure (XYZ):
```
14
Properties=species:S:1:pos:R:3:mulliken_spin:R:1
O 0.330 -0.410 1.149 0.9737
C 1.520 -1.805 -0.375 0.0934
H 1.250 -2.577 0.513 0.0028
F 0.958 0.611 -2.061 0.0219
O -2.834 0.603 -0.548 0.0001
C 0.904 -0.502 0.104 0.6524
H -3.504 1.678 2.634 -0.0001
H 2.641 -1.582 -0.583 0.0368
N -2.952 0.947 0.583 0.0014
F 2.398 1.366 -0.495 0.0310
C 1.126 0.829 -0.742 0.1464
F 0.201 1.745 -0.486 0.0059
C -3.282 1.307 1.641 0.0007
H 1.246 -2.209 -1.333 0.0335
```

Computed properties:
multiplicity	3
net charge	0
gap between HOMO and LUMO (spin up / spin down)	0.27990 / 0.25234	hartree


[7]
C4H12NP | ωB97M-V with the def2-TZVPD basis set

Structure (XYZ):
```
18
Properties=species:S:1:pos:R:3:nbo_charge:R:1
C -0.793 1.541 1.130 -0.6555
C -1.358 0.450 -1.116 -0.6113
H 1.710 -0.636 1.848 0.1820
H -0.669 1.340 2.212 0.2138
H -2.454 0.484 -1.009 0.2040
H 0.235 -1.589 1.601 0.1863
H -1.231 -0.590 0.665 0.1919
P 1.893 0.491 -0.683 0.5380
H -1.225 -0.438 -1.705 0.2155
H 2.571 -0.581 -1.124 -0.0702
H 2.783 0.507 0.502 -0.0863
H -1.803 2.124 1.021 0.2220
H -0.933 1.321 -1.565 0.2135
C -0.752 0.240 0.312 -0.0317
H 1.553 -2.027 0.693 0.1984
N 0.633 -0.340 0.071 -0.7354
H 0.076 2.295 1.029 0.2291
C 1.119 -1.213 1.138 -0.4038
```

Computed properties:
structure (SMILES)	CC(C)N(C)P
net charge	0
gap between HOMO and LUMO	0.35859	hartree


[8]
Cl3H3Si2 | ωB97M-V with the def2-TZVPD basis set

Structure (XYZ):
```
8
Properties=species:S:1:pos:R:3:nbo_charge:R:1
Si 2.693 -0.257 0.044 1.1051
H 0.278 0.967 -1.111 -0.0941
Si 0.376 0.032 -0.005 0.4298
Cl 2.817 2.513 0.293 -0.5998
H -0.535 0.269 1.094 -0.0915
Cl 3.653 -1.317 1.399 -0.3019
Cl 3.668 -0.319 -1.708 -0.3054
H -0.181 -1.239 -0.525 -0.1423
```

Computed properties:
net charge	0
gap between HOMO and LUMO	0.33486	hartree


[9]
C24H64O8 | ωB97M-V with the def2-TZVPD basis set

Structure (XYZ):
```
96
Properties=species:S:1:pos:R:3:lowdin_charge:R:1
C -1.047 -1.762 -3.760 -0.4548
H 2.027 -1.193 0.094 0.0309
H -0.235 4.842 -0.065 0.0406
H -0.130 -0.250 1.570 0.1270
H 1.039 1.510 0.277 0.0743
H -3.418 -1.005 1.016 0.0713
H -1.392 -1.374 -0.390 0.0660
H -2.826 -1.422 5.117 0.0742
H -3.433 5.501 -0.654 0.0831
H -5.097 -1.072 1.409 0.0854
O 2.983 -1.503 -1.465 -0.0765
C 4.382 -1.251 -1.474 -0.4537
H -1.460 2.565 -3.100 0.0632
C -2.312 4.040 -1.772 -0.4342
H -0.345 1.059 -0.712 0.0653
C 5.057 -2.445 -0.781 -0.0616
H -1.414 -1.376 3.303 0.1209
H -1.486 -1.414 6.347 0.0829
O 1.078 -3.687 2.533 -0.0875
C -4.265 -0.377 1.292 -0.0596
H -2.162 2.781 -0.308 0.0298
C -3.640 4.609 -1.246 -0.0364
O -3.392 1.570 0.327 -0.0731
H 1.520 -2.919 2.161 0.0471
H -1.828 0.004 5.414 0.0706
H -0.840 0.333 -3.288 0.0543
H 4.858 -1.052 -2.434 0.1396
C -4.931 0.331 -1.081 -0.0214
C 2.071 -5.465 3.624 -0.0556
C 0.520 -1.023 4.475 -0.0488
H -4.175 -0.298 -1.551 0.0738
H 3.799 -3.749 2.300 0.0904
H 2.382 3.954 0.437 0.0758
H 2.972 -6.077 3.675 0.0732
H 0.351 0.052 4.522 0.0786
C 1.469 5.665 -0.396 -0.5364
H 1.343 0.512 -1.049 0.0578
H -2.686 -2.320 -5.193 0.0763
H 0.585 -2.756 -3.834 0.0723
H 0.532 5.395 -2.371 0.0718
C 0.414 -0.522 0.665 -0.4623
C -2.184 -1.452 -4.766 -0.0533
H 5.084 -2.386 0.307 0.0764
H 6.103 -2.365 -1.076 0.0750
H -1.390 -2.115 -2.787 0.1160
C -0.185 -0.441 -3.689 -0.0412
H 2.839 -1.962 -2.296 0.0982
H 3.535 5.213 -0.157 0.0794
H -4.161 3.850 -0.664 0.0627
H 1.669 6.720 -0.583 0.1363
H -2.916 -0.746 -4.373 0.0682
H -1.713 4.855 -2.179 0.1169
C -1.819 -1.085 5.363 -0.0574
H 3.869 -5.256 1.507 0.0830
C -0.400 -1.620 -0.012 -0.0449
H 0.951 3.926 -1.587 0.0707
H 4.835 -3.473 -1.066 0.0765
H 2.237 4.908 -2.281 0.0802
H -0.148 -3.281 3.711 0.0241
H -3.087 2.174 -2.719 0.0582
H 2.099 -4.834 4.512 0.0862
H 0.222 -2.088 -0.775 0.0742
H 1.045 -1.352 5.371 0.0901
C -4.553 0.775 0.379 -0.4757
H -1.804 -0.940 -5.651 0.0743
O -0.809 -2.949 4.323 -0.0699
H -5.864 -0.224 -0.981 0.0791
C -2.434 3.022 -2.928 -0.0381
O 0.317 5.516 0.338 -0.0336
H -5.360 1.361 0.818 0.1393
C 2.593 5.020 0.356 -0.0609
O -0.246 -2.768 -4.316 -0.0490
C 1.296 4.950 -1.733 -0.0579
H 2.621 5.485 1.341 0.0823
H 0.121 -0.060 -4.663 0.0829
H -4.256 4.899 -2.097 0.0792
H 0.693 -0.557 -3.054 0.0488
H 5.599 0.185 -0.374 0.0888
C 3.238 -4.373 1.604 -0.0590
H -4.034 -0.022 2.296 0.0783
H 1.232 -1.303 3.698 0.0578
C 0.588 0.691 -0.283 -0.0244
C -0.882 -1.549 4.239 -0.5011
H 3.085 -3.909 0.629 0.0648
C 4.558 0.021 -0.652 -0.0454
H 1.284 -6.177 3.871 0.0788
O 1.618 -1.143 0.961 -0.0627
C 1.925 -4.833 2.258 -0.4208
O -1.589 3.471 -0.650 -0.0857
H -3.527 2.173 1.062 0.1042
H -5.066 1.292 -1.579 0.0659
H 4.110 0.806 -1.261 0.0833
H 1.584 -5.544 1.506 0.1335
H -0.540 -2.429 0.706 0.0739
H 3.967 -0.001 0.264 0.0773
H -2.820 3.514 -3.821 0.0813
```

Computed properties:
structure (SMILES)	CC(C)O.CC(C)O.CC(C)O.CC(C)O.CC(C)O.CC(C)O.CC(C)O.CC(C)O
net charge	0
gap between HOMO and LUMO	0.34666	hartree


Q: The lowest net charge belongs to which entry?
A: C40H65F8NO20PS